1.
83
Properties=species:S:1:pos:R:3:mulliken_charge:R:1 method="wB97M-V/def2-TZVPD" s_squared=6.056 lumo_ev="-4.95 / -9.24" spin_multiplicity=5 fmax_ev_per_a=3.912 homo_lumo_gap_ev="5.222 / 3.819" total_charge=+2
Pt -0.07412 1.70070 2.37522 0.634
Cl 0.37980 2.80971 4.53977 -0.565
Cl -2.01030 2.95804 2.00372 -0.479
S -2.71841 1.04193 4.92247 0.725
P 1.02386 3.78563 1.81569 0.573
P -1.20261 -0.80062 -2.44218 1.169
P 3.23300 -1.37872 2.74485 1.610
O 0.93255 -1.82933 0.60765 -0.573
O -1.53600 0.22291 5.36408 -0.279
C 0.42066 -1.16797 -3.17641 0.448
C -1.39704 -0.01472 -5.25947 0.116
C 2.96679 -1.45855 -4.33948 -0.685
C 2.03006 -2.48115 -4.42371 -0.651
C -0.79805 0.09852 -0.56396 -0.504
C -0.13890 0.31558 0.61680 -0.659
C -2.07434 0.53693 -6.35627 -0.729
C 4.47836 -1.41112 1.44267 -1.331
C -2.65148 -2.90730 -3.88408 -0.208
C 1.34234 -0.11087 -3.13068 -0.621
C -3.34953 1.07838 -6.22780 -0.533
C 2.71355 -3.06118 3.09707 -1.258
C -2.91848 -5.14535 -2.95903 -0.600
C 0.75528 -2.34623 -3.86936 -0.199
C 1.16316 -0.42153 0.86545 0.785
C 0.65606 5.37204 2.62503 -1.195
C 1.84807 -0.34374 2.23410 0.630
C -1.79716 -3.39441 -1.68111 -0.150
C -4.16809 0.41271 5.78816 -1.031
C 4.01547 -0.70091 4.22097 -1.296
C -3.28438 0.48577 -3.85687 -0.256
C -2.76205 2.63919 5.78642 -0.863
C 0.61029 4.04590 0.07846 -0.996
C -1.96976 -0.00915 -3.96906 0.232
C 2.80717 3.57715 1.93913 -1.120
C 1.27501 0.47858 3.12694 -1.443
C -2.24763 -4.71074 -1.81620 -0.689
C -3.94636 1.02945 -4.96602 -0.712
C -3.11168 -4.22616 -3.98692 -0.717
C -1.99810 -2.46427 -2.71055 0.166
C 2.60752 -0.26972 -3.70136 -0.705
H 1.84203 0.03205 0.12558 0.149
H -4.94841 1.43452 -4.84961 0.396
H 3.31998 4.43853 1.50228 0.487
H 1.06567 0.82168 -2.63941 0.541
H 2.16098 -3.07812 4.04482 0.414
H -3.78845 0.45399 -2.89248 0.385
H -2.81847 -2.23938 -4.72795 0.267
H -3.76437 3.05558 5.63176 0.445
H -1.98680 3.28261 5.36467 0.199
H -3.92667 0.40541 6.86534 0.381
H -5.00362 1.09864 5.56385 0.418
H -3.27112 -6.17966 -3.04834 0.395
H -0.42584 5.52509 2.64229 0.308
H 5.28849 -2.09253 1.74243 0.456
H 4.89418 -0.40497 1.30174 0.417
H 3.28847 -0.67962 5.04317 0.462
H -3.87239 1.51532 -7.08815 0.402
H 1.20011 4.87021 -0.32874 0.473
H 1.60952 0.50206 4.16849 0.417
H 1.02518 5.34464 3.65373 0.374
H 4.02729 -1.76422 0.50668 0.356
H 3.59898 -3.70720 3.18468 0.437
H -0.40837 -0.43888 -5.43033 0.249
H -1.59029 0.55470 -7.33274 0.409
H 1.13491 6.19066 2.07306 0.450
H 3.96461 -1.57411 -4.77622 0.419
H -2.59478 2.43112 6.84576 0.436
H -1.74781 0.64375 -0.69676 0.411
H -2.07545 -5.41549 -1.00805 0.410
H 0.49871 -1.85936 -0.26318 0.017
H 4.37165 0.31872 4.01862 0.398
H 4.86860 -1.33684 4.50148 0.407
H 0.03732 -3.15986 -3.97066 0.313
H -3.63607 -4.54207 -4.88666 0.423
H 0.80917 3.13615 -0.48947 0.092
H 2.29139 -3.41230 -4.92556 0.429
H 3.11345 2.67078 1.41565 0.236
H 3.08400 3.48806 2.99095 0.307
H -1.29872 -3.08023 -0.76258 0.417
H 2.06486 -3.40406 2.28227 0.349
H -0.45491 4.27357 0.00424 0.363
H -4.37113 -0.59989 5.40943 0.389
H 3.31956 0.54562 -3.64025 0.456



2.
35
Properties=species:S:1:pos:R:3:mulliken_charge:R:1 method="wB97M-V/def2-TZVPD" lumo_ev=2.39 fmax_ev_per_a=1.238 homo_lumo_gap_ev=6.179 total_charge=-1
Pd -0.89504 0.27865 -0.00611 0.138
S -0.15447 1.76542 -1.56885 -0.421
S -1.71377 7.40128 -0.95559 -0.328
S -2.04701 1.87337 1.02644 -0.303
S -2.25323 4.87183 0.53076 -0.133
S -1.31295 -1.25628 2.03276 -0.436
S -0.60075 4.76894 -1.80370 -0.130
O -0.39817 -3.20465 -2.11789 -0.774
O -1.01977 -1.23787 -2.70734 -0.608
N 1.97651 -0.30157 0.77400 -0.423
N -2.77317 -2.01237 -0.03824 -0.230
N 0.61350 -3.51845 0.11497 -0.372
N 0.17504 -1.39334 -0.87633 -0.513
N -0.49923 -1.98832 -1.92881 1.185
N -2.91187 -3.38870 1.88994 -0.617
N 1.67353 -1.64275 0.85392 -0.099
C -4.21670 -3.89523 -0.03266 -0.664
C -1.64583 3.29456 0.09749 0.279
C 0.78513 -2.19743 -0.00500 0.638
C -3.79566 -4.16064 1.26167 0.948
C -4.30158 -5.34988 2.02702 -1.177
C -1.53435 5.76735 -0.75436 0.096
C -3.64850 -2.79048 -0.64881 -0.307
C -2.43712 -2.31825 1.23244 0.385
C -0.86494 3.24504 -0.99428 0.164
H -0.10611 -3.94601 -0.44566 0.211
H -3.49879 -6.08024 2.14386 0.250
H -3.89333 -2.52016 -1.67140 0.414
H 2.96511 -0.12193 0.81062 0.211
H -4.93662 -4.52431 -0.53707 0.329
H 1.39324 0.29412 1.34812 0.198
H -4.60880 -5.04230 3.02591 0.316
H -5.13826 -5.82788 1.51910 0.337
H 0.90615 -3.95374 0.97182 0.196
H 1.75112 -2.11017 1.74743 0.241



3.
56
Properties=species:S:1:pos:R:3:mulliken_charge:R:1 method="wB97M-V/def2-TZVPD" s_squared=6.007 lumo_ev="-2.28 / -4.39" spin_multiplicity=5 fmax_ev_per_a=0.792 homo_lumo_gap_ev="6.746 / 6.971" total_charge=+1
Rh -0.66248 0.57404 -0.28674 -0.056
S -2.90610 1.31327 0.12153 -0.422
Si -0.50046 -0.09204 -2.64720 0.355
Si -0.84301 -1.65757 0.71062 0.649
O 0.93111 1.94892 0.30348 -0.731
N 2.57197 2.90439 1.49631 -0.129
N -4.28382 3.45949 0.75205 -0.414
N -2.13149 3.86528 0.07134 -0.355
C -1.97656 0.40690 -3.66272 -1.121
C -3.11074 3.00160 0.32814 0.853
C 0.52297 -2.44354 1.70832 -1.064
C 3.69838 2.18767 0.85378 -0.677
C 2.88095 0.16435 2.23398 0.189
C -1.12227 -4.69707 -2.02767 -0.818
C -0.91355 -4.12681 -3.27455 -0.830
C 1.95862 0.82182 3.29098 -0.924
C -0.89025 -2.50775 -0.96993 0.527
C -2.45069 -1.98652 1.58780 -1.208
C 0.83492 1.72431 2.70622 -0.510
C 4.07746 1.01177 1.75547 -0.835
C -0.69113 -1.91966 -2.25108 0.747
C 1.38452 2.25381 1.41796 0.388
C -1.11115 -3.89332 -0.90022 -0.511
C 1.04849 0.17155 -3.63660 -1.076
C -0.70683 -2.76198 -3.37451 -0.431
H -1.27126 -4.36800 0.06332 0.224
H 3.27678 -0.75534 2.66426 0.471
H -2.90411 0.23337 -3.11501 0.298
H -1.27551 3.51637 -0.32932 0.131
H -2.48473 -1.54240 2.58502 0.325
H 1.93286 -0.19146 -3.11128 0.317
H -1.94646 1.45488 -3.96751 0.346
H 2.80095 3.16005 2.44832 0.353
H 1.20571 1.22015 -3.89503 0.351
H -1.99076 -0.21232 -4.56525 0.395
H 4.60720 1.39560 2.63395 0.320
H -0.06462 1.14820 2.48897 -0.038
H 0.23485 -3.48746 1.86707 0.495
H 2.57243 1.40092 3.98509 0.391
H 0.65781 -1.97975 2.68840 0.276
H -3.30253 -1.61310 1.01705 0.347
H 4.52729 2.87687 0.71266 0.387
H -4.47838 4.44284 0.84583 0.197
H -1.29063 -5.76275 -1.93702 0.402
H 2.28390 -0.15086 1.37040 -0.305
H -5.01832 2.80317 0.95658 0.222
H 1.47718 -2.42927 1.18006 0.299
H 4.78544 0.37176 1.22519 0.386
H -0.91589 -4.74548 -4.16294 0.397
H -2.26172 4.86214 0.12825 0.215
H -2.56267 -3.07007 1.69528 0.386
H 1.48243 0.04332 3.88688 0.465
H 3.36046 1.86176 -0.12716 0.286
H 0.94074 -0.39551 -4.56618 0.363
H -0.55488 -2.34157 -4.36424 0.238
H 0.56757 2.53103 3.39159 0.464



4.
19
Properties=species:S:1:pos:R:3:mulliken_charge:R:1 method="wB97M-V/def2-TZVPD" lumo_ev=-1.92 fmax_ev_per_a=2.229 homo_lumo_gap_ev=5.420
S -1.04319 -0.27206 -1.89297 -0.009
O 1.31143 0.38250 2.54694 -0.647
N 1.32123 -0.52591 0.32943 -0.346
C -0.51040 1.17235 0.57274 -0.389
C 0.92198 0.88478 0.19684 -0.227
C -1.34590 -1.86364 -0.85406 -0.700
C 1.82656 0.44008 1.39485 -0.094
C -1.24091 0.96051 -0.69802 -0.414
H 0.21462 -2.14768 2.54193 -0.208
H -1.97575 -1.41522 -0.09465 0.249
H -0.38591 -2.17968 -0.47543 0.265
H 1.97212 -0.73542 -0.42541 0.211
H -1.70824 1.83772 -1.14388 0.329
H -1.85423 -2.51768 -1.55244 0.360
H -0.38712 -2.48551 2.80359 0.189
H 1.35503 1.50566 -0.58099 0.446
H -0.65854 2.12931 1.06225 0.408
H -0.78606 0.38832 1.29391 0.200
H 2.88502 0.71335 1.31108 0.379



Repeat the fourth record exactly.
19
Properties=species:S:1:pos:R:3:mulliken_charge:R:1 method="wB97M-V/def2-TZVPD" lumo_ev=-1.92 fmax_ev_per_a=2.229 homo_lumo_gap_ev=5.420
S -1.04319 -0.27206 -1.89297 -0.009
O 1.31143 0.38250 2.54694 -0.647
N 1.32123 -0.52591 0.32943 -0.346
C -0.51040 1.17235 0.57274 -0.389
C 0.92198 0.88478 0.19684 -0.227
C -1.34590 -1.86364 -0.85406 -0.700
C 1.82656 0.44008 1.39485 -0.094
C -1.24091 0.96051 -0.69802 -0.414
H 0.21462 -2.14768 2.54193 -0.208
H -1.97575 -1.41522 -0.09465 0.249
H -0.38591 -2.17968 -0.47543 0.265
H 1.97212 -0.73542 -0.42541 0.211
H -1.70824 1.83772 -1.14388 0.329
H -1.85423 -2.51768 -1.55244 0.360
H -0.38712 -2.48551 2.80359 0.189
H 1.35503 1.50566 -0.58099 0.446
H -0.65854 2.12931 1.06225 0.408
H -0.78606 0.38832 1.29391 0.200
H 2.88502 0.71335 1.31108 0.379